(1)
Below is a structure of composition C9H22Be3N2O5 in a non-equilibrium geometry, with properties calculated with ωB97M-V/def2-TZVPD.

Positions of all 41 atoms, in Å:
O  -1.66836  1.16837  -3.36445
O  0.06483  -1.01135  1.79644
O  -1.57448  2.16364  1.23369
O  -2.06009  2.95956  -0.64021
O  -0.02077  2.39127  -0.09366
N  1.25361  1.34763  -2.69835
N  1.74560  0.05208  4.09709
C  -1.25220  -1.08189  1.19882
C  -0.83063  0.01202  -3.22073
C  -3.04947  0.86066  -3.40425
C  0.64037  0.37390  -3.59887
C  0.15976  -1.60460  3.06823
C  1.71258  -0.78556  -3.64446
C  2.03234  -2.20361  4.78517
C  1.61360  -1.33765  3.55367
C  -1.18349  2.54128  0.14151
Be  0.77518  1.54231  2.19142
Be  -0.52605  3.30363  -2.66197
Be  -3.59403  3.74724  1.20538
H  2.71298  0.24617  4.31295
H  1.31674  0.05669  5.01151
H  1.79573  -1.33795  -4.58043
H  2.01533  -3.27554  4.58823
H  -0.77904  -0.19630  -2.15207
H  -0.58849  -1.22952  3.76648
H  1.66420  -1.53754  -2.85687
H  2.16017  1.51489  -3.11100
H  -1.26408  -0.66923  0.19003
H  -0.04969  -2.67106  2.98528
H  3.11623  -2.18556  4.89913
H  1.38168  0.80180  -1.85825
H  -1.26989  -0.81037  -3.78538
H  2.44217  -1.45371  2.85502
H  -2.05348  -0.52613  1.68583
H  0.60148  0.76296  -4.61633
H  -3.22558  0.31772  -4.33285
H  -3.39578  0.33998  -2.51147
H  1.51242  -1.89304  5.69144
H  -1.50923  -2.14062  1.23227
H  -3.53227  1.79406  -3.69367
H  2.71012  -0.34665  -3.66433

The lowest unoccupied orbital energy (spin up / spin down) comes out at -0.472 / -0.473 hartree. The max |F| comes out at 7.80 eV Å⁻¹. The calculation puts the HOMO energy (spin up / spin down) at -17.7660 / -18.8883 eV. Its multiplicity is 2. The value obtained for the gap between HOMO and LUMO (spin up / spin down) is 4.9 / 6.0 eV. The charge is +3.

(2)
Below is a cluster of 7 separate species, C17H28Cl4F2O15 in total in a non-equilibrium geometry, with properties calculated with ωB97M-V/def2-TZVPD.

Positions of all 66 atoms, in Å:
Cl  -0.50232  1.71528  1.85124
Cl  -2.26653  4.26305  -0.12081
Cl  -0.71045  -0.26638  -0.33675
Cl  -2.72287  5.90266  2.41272
F  -3.78197  -6.46185  1.62275
F  4.33815  -0.95507  2.58116
O  5.41067  0.87544  1.99533
O  0.15822  -4.73726  4.24574
O  0.03773  -2.48409  3.68031
O  -1.66428  -3.66335  4.68400
O  -4.98938  -3.46710  1.33081
O  0.99512  -0.18707  -4.54294
O  0.51387  5.28287  -3.68908
O  -3.14443  -2.15821  1.33113
O  0.21938  0.91138  -6.42109
O  6.18964  2.24019  0.30982
O  -3.08031  -4.37371  1.85196
O  4.24065  1.11665  0.18409
O  0.50105  5.67105  -1.45766
O  0.80141  3.59553  -2.33224
O  1.93999  -0.63560  -6.49679
C  -0.48048  -3.52119  4.16813
C  -0.45178  -0.00690  1.43655
C  3.32021  0.44986  1.06362
C  1.03607  2.94463  -1.12307
C  0.62387  4.86825  -2.37904
C  -5.37139  -4.76002  1.69881
C  2.43714  -0.33600  -7.77300
C  -3.72479  -3.23040  1.55380
C  0.98402  0.08670  -5.91931
C  4.16534  0.35105  2.30797
C  -4.07243  -5.34525  2.27348
C  -2.07073  4.38235  1.70575
C  -2.57883  -2.58259  4.77976
C  1.60529  -4.81807  4.08524
C  0.06411  0.38851  -3.64277
C  -0.02600  6.58208  -4.15706
C  5.34544  1.46383  0.81192
H  -4.01266  -5.43183  3.35839
H  2.82734  0.67907  -7.84683
H  0.35578  6.87745  -5.13434
H  -2.65460  3.53839  2.07311
H  3.83499  0.90024  3.18964
H  -2.70484  -2.01840  3.85568
H  -0.22900  1.41274  -3.87330
H  3.08312  -1.17766  -8.02284
H  -3.55154  -2.91410  5.14316
H  -1.11401  6.60023  -4.22049
H  2.24980  -4.49279  4.90188
H  3.12364  -0.52582  0.61917
H  1.90324  3.36210  -0.61136
H  0.19230  2.83666  -0.44153
H  0.30832  7.36106  -3.47184
H  -6.09034  -4.88290  2.50882
H  1.28637  1.89556  -1.28085
H  1.97335  -4.15926  3.29873
H  2.41556  1.05706  1.03145
H  1.83657  -5.85601  3.84588
H  -2.29217  -1.91079  5.58883
H  1.65871  -0.53922  -8.50843
H  -5.69177  -5.46028  0.92740
H  -1.04934  4.45683  2.07900
H  0.59461  0.42380  -2.69124
H  0.50245  -0.44076  1.73543
H  -0.83954  -0.21839  -3.69924
H  -1.20473  -0.47420  2.07121

The calculation puts the energy above the lowest of the compared OMol25 structures with the same formula, charge and spin at 68.86 kcal/mol. The lowest unoccupied orbital energy comes out at 0.005 hartree. The max |F| comes out at 5.73 eV Å⁻¹. The SMILES is O=C1OC[C@@H](F)O1.O=C1OC[C@@H](F)O1.COC(=O)OC.COC(=O)OC.COC(=O)OC.ClCCl.ClCCl. The calculation puts the HOMO energy at -10.1637 eV. The value obtained for the gap between HOMO and LUMO is 10.3 eV. The charge is 0.

(3)
Below is a cluster of 2 separate species, C6H16N in total in a non-equilibrium geometry, with properties calculated with ωB97M-V/def2-TZVPD.

Positions of all 23 atoms, in Å:
N  -0.86719  -0.52826  0.92341
C  -0.09453  -1.64488  1.01647
C  -0.66018  2.68003  0.75471
C  0.68119  1.89993  0.57624
C  1.34487  -1.28888  0.51060
C  0.82702  1.01268  -0.66548
C  1.40011  -0.37910  -0.67675
H  -0.38720  -2.54441  0.35750
H  0.07117  -2.17312  2.01691
H  0.66139  1.14219  1.30325
H  -4.24496  -3.65031  -4.36390
H  1.41868  2.68434  0.68109
H  0.98377  -0.94392  -1.57498
H  -1.37649  1.83733  1.06745
H  -3.99552  -3.51710  -3.66543
H  -0.99839  3.52641  0.09993
H  -1.70970  -0.77348  1.45372
H  -0.61334  3.30130  1.71865
H  2.46267  -0.26740  -0.98457
H  -0.21354  0.81418  -1.08459
H  1.84835  -0.60657  1.34820
H  2.01501  -2.12905  0.49438
H  1.44681  1.54807  -1.30680

The calculation puts the energy above the lowest of the compared OMol25 structures with the same formula, charge and spin at 187.63 kcal/mol. The lowest unoccupied orbital energy comes out at -0.337 hartree. The max |F| comes out at 3.97 eV Å⁻¹. The calculation puts the HOMO energy at -14.3988 eV. The value obtained for the gap between HOMO and LUMO is 5.2 eV. The charge is +1.

(4)
Below is a structure of composition C34H44FN3O4Ti in a non-equilibrium geometry, with properties calculated with ωB97M-V/def2-TZVPD.

Positions of all 87 atoms, in Å:
Ti  0.38434  -0.70580  -1.33179
F  -1.44292  0.01731  -2.59091
O  1.13680  0.11168  -2.94598
O  3.03865  0.98106  -3.75997
O  3.14140  -3.49058  -2.66553
O  -0.29769  -1.63870  0.13552
N  2.18744  -1.68970  -1.57057
N  -0.08710  1.28840  -0.60310
N  -0.11236  -2.66665  -2.55281
C  1.65282  -2.02229  2.34108
C  0.85801  -3.62342  -1.97657
C  -0.37884  -2.44520  3.67987
C  -1.56078  1.39698  -2.50651
C  -2.61667  0.91279  0.98194
C  2.55254  2.39076  -0.71708
C  -1.11751  3.40194  -1.37448
C  2.44594  0.20102  -3.04491
C  -3.27026  -1.95991  -0.78146
C  1.68455  2.52601  0.51965
C  2.21223  -2.93597  -2.08052
C  -2.57961  3.38950  -3.30432
C  3.17893  -0.78808  -2.12773
C  -3.03949  -2.94100  0.36054
C  -0.43332  2.22626  1.67779
C  2.19700  3.17613  1.63296
C  -2.65533  -4.32262  -0.18239
C  0.36584  2.01284  0.53766
C  -1.91766  1.91752  1.88366
C  -1.70991  -2.76774  3.87209
C  2.20865  -0.71078  1.80894
C  -1.94217  4.06305  -2.27179
C  0.14012  -2.14470  2.42455
C  -0.86710  2.01626  -1.46028
C  -2.52306  -2.85723  2.75947
C  1.43936  3.32665  2.78172
C  0.14390  2.85372  2.78605
C  -2.71920  3.22730  1.87756
C  2.43032  3.60870  -1.63582
C  2.25259  -3.21765  1.59560
C  -0.73499  -2.11156  1.31515
C  -2.37994  2.01599  -3.40938
C  4.02537  2.13087  -0.40642
C  -2.06706  -2.56594  1.47493
H  4.54663  1.85654  -1.32518
H  3.21219  3.55116  1.60754
H  -3.38355  -4.67053  -0.92011
H  -4.00488  -3.05962  0.86331
H  -0.46255  2.97411  3.67784
H  4.51584  3.02303  -0.00901
H  -0.64068  3.95976  -0.57902
H  -3.52802  0.57422  1.48217
H  2.16552  1.54021  -1.27424
H  3.33188  -3.26365  1.75913
H  0.29841  -2.43755  4.52680
H  1.40032  3.78155  -1.93772
H  1.85347  3.80609  3.66013
H  -1.97281  1.51172  2.90038
H  -2.09351  -2.98373  4.86053
H  0.59444  -3.78379  -0.93021
H  0.19886  -2.40537  -3.48617
H  0.89965  -4.57861  -2.50257
H  -3.21625  3.90802  -4.00701
H  -1.99993  0.04702  0.77571
H  -3.76550  3.02881  2.12307
H  3.01859  3.44966  -2.54097
H  -1.67722  -4.28832  -0.65530
H  3.92743  -1.31498  -2.72299
H  -2.32943  3.95025  2.59478
H  2.08966  -3.12028  0.52366
H  -3.95283  -2.40999  -1.50821
H  -2.34850  -1.71080  -1.29374
H  3.29157  -0.68857  1.95668
H  -2.59815  -5.05760  0.62168
H  -2.08451  5.13078  -2.15715
H  -2.85649  1.41933  -4.17621
H  2.79685  4.50508  -1.12566
H  -3.71947  -1.02990  -0.43840
H  1.81457  -4.15613  1.94178
H  2.02899  -0.59492  0.73876
H  -1.04030  -3.06455  -2.63948
H  -2.90858  1.35937  0.03078
H  1.98857  -2.09430  3.38146
H  -3.55344  -3.17702  2.87447
H  3.69768  -0.22602  -1.34704
H  -2.68815  3.68020  0.88499
H  4.15152  1.32597  0.31947
H  1.77826  0.14612  2.32485

The calculation puts the energy above the lowest of the compared OMol25 structures with the same formula, charge and spin at 14.79 kcal/mol. The lowest unoccupied orbital energy (spin up / spin down) comes out at 0.089 / 0.089 hartree. The max |F| comes out at 1.33 eV Å⁻¹. The calculation puts the HOMO energy (spin up / spin down) at -4.4972 / -4.6354 eV. Its multiplicity is 2. The value obtained for the gap between HOMO and LUMO (spin up / spin down) is 6.9 / 7.1 eV. The charge is -1.

(5)
Below is a cluster of 3 separate species, C4H16NO2S in total in a non-equilibrium geometry, with properties calculated with ωB97M-V/def2-TZVPD.

Positions of all 24 atoms, in Å:
S  -2.48432  0.00151  0.38678
O  0.12413  3.00772  -0.24842
O  2.84805  0.67926  0.25017
N  0.87931  -0.13390  -1.37079
C  -0.85976  0.19396  1.16663
C  0.15562  -1.25081  -0.64613
C  -0.00045  -1.07120  0.88328
C  1.10165  -2.44726  -0.86402
H  -3.41596  0.63761  1.16096
H  -0.90406  0.36834  2.22561
H  3.74578  0.37814  0.43428
H  -0.17709  3.04931  0.67393
H  1.56138  -2.42491  -1.84447
H  1.73773  0.13627  -0.78623
H  1.21217  -0.38420  -2.32327
H  0.46748  -3.31014  -0.66233
H  -0.58496  -1.94915  1.18364
H  1.86504  -2.40283  -0.08728
H  0.33932  0.73193  -1.44692
H  -0.87499  -1.42990  -0.95398
H  2.83084  1.62916  0.37917
H  1.00067  -1.07244  1.30692
H  -0.26061  0.95706  0.64522
H  -0.34381  3.83432  -0.48006

The calculation puts the energy above the lowest of the compared OMol25 structures with the same formula, charge and spin at 15.01 kcal/mol. The lowest unoccupied orbital energy comes out at -0.108 hartree. The max |F| comes out at 1.71 eV Å⁻¹. The calculation puts the HOMO energy at -12.4574 eV. The value obtained for the gap between HOMO and LUMO is 9.5 eV. The charge is +1.

(6)
Below is a cluster of 2 separate species, C9H13BrO2S in total in a non-equilibrium geometry, with properties calculated with ωB97M-V/def2-TZVPD.

Positions of all 26 atoms, in Å:
Br  -2.54949  2.11697  -0.45406
S  1.87355  0.51948  0.07590
O  1.59565  -0.92570  -0.01106
O  1.95379  1.16534  1.36149
C  0.50889  1.32642  -0.97241
C  -2.03524  -1.10560  -1.58251
C  3.43810  0.89572  -0.81918
C  -1.51904  0.67764  0.29285
C  -0.35734  -0.11307  2.21438
C  -1.84463  -0.70160  -0.14082
C  -0.96898  -1.70447  0.52221
C  -1.04579  0.84394  1.57444
C  -0.34035  -1.42579  1.71284
H  -2.36910  -0.26608  -2.17978
H  3.71445  1.97302  -0.77896
H  0.33723  1.02459  -2.05150
H  0.06663  -2.36286  2.22993
H  -1.09417  -1.29169  -2.04688
H  0.09316  0.04563  3.25193
H  -2.75511  -0.84035  0.39018
H  -2.68550  -2.01409  -1.64018
H  4.01058  0.11471  -0.47179
H  -0.80734  1.83278  2.18258
H  3.29757  0.60443  -1.81565
H  0.66741  2.36458  -1.03073
H  -1.18491  -2.75394  0.18678

The lowest unoccupied orbital energy (spin up / spin down) comes out at -0.024 / -0.020 hartree. The max |F| comes out at 5.20 eV Å⁻¹. The calculation puts the HOMO energy (spin up / spin down) at -7.3423 / -7.8456 eV. The value obtained for the gap between HOMO and LUMO (spin up / spin down) is 6.7 / 7.3 eV. The charge is 0.

Please write out number 6 again, unchanged.
Below is a cluster of 2 separate species, C9H13BrO2S in total in a non-equilibrium geometry, with properties calculated with ωB97M-V/def2-TZVPD.

Positions of all 26 atoms, in Å:
Br  -2.54949  2.11697  -0.45406
S  1.87355  0.51948  0.07590
O  1.59565  -0.92570  -0.01106
O  1.95379  1.16534  1.36149
C  0.50889  1.32642  -0.97241
C  -2.03524  -1.10560  -1.58251
C  3.43810  0.89572  -0.81918
C  -1.51904  0.67764  0.29285
C  -0.35734  -0.11307  2.21438
C  -1.84463  -0.70160  -0.14082
C  -0.96898  -1.70447  0.52221
C  -1.04579  0.84394  1.57444
C  -0.34035  -1.42579  1.71284
H  -2.36910  -0.26608  -2.17978
H  3.71445  1.97302  -0.77896
H  0.33723  1.02459  -2.05150
H  0.06663  -2.36286  2.22993
H  -1.09417  -1.29169  -2.04688
H  0.09316  0.04563  3.25193
H  -2.75511  -0.84035  0.39018
H  -2.68550  -2.01409  -1.64018
H  4.01058  0.11471  -0.47179
H  -0.80734  1.83278  2.18258
H  3.29757  0.60443  -1.81565
H  0.66741  2.36458  -1.03073
H  -1.18491  -2.75394  0.18678

The lowest unoccupied orbital energy (spin up / spin down) comes out at -0.024 / -0.020 hartree. The max |F| comes out at 5.20 eV Å⁻¹. The calculation puts the HOMO energy (spin up / spin down) at -7.3423 / -7.8456 eV. The value obtained for the gap between HOMO and LUMO (spin up / spin down) is 6.7 / 7.3 eV. The charge is 0.

Please write out number 3 again, unchanged.
Below is a cluster of 2 separate species, C6H16N in total in a non-equilibrium geometry, with properties calculated with ωB97M-V/def2-TZVPD.

Positions of all 23 atoms, in Å:
N  -0.86719  -0.52826  0.92341
C  -0.09453  -1.64488  1.01647
C  -0.66018  2.68003  0.75471
C  0.68119  1.89993  0.57624
C  1.34487  -1.28888  0.51060
C  0.82702  1.01268  -0.66548
C  1.40011  -0.37910  -0.67675
H  -0.38720  -2.54441  0.35750
H  0.07117  -2.17312  2.01691
H  0.66139  1.14219  1.30325
H  -4.24496  -3.65031  -4.36390
H  1.41868  2.68434  0.68109
H  0.98377  -0.94392  -1.57498
H  -1.37649  1.83733  1.06745
H  -3.99552  -3.51710  -3.66543
H  -0.99839  3.52641  0.09993
H  -1.70970  -0.77348  1.45372
H  -0.61334  3.30130  1.71865
H  2.46267  -0.26740  -0.98457
H  -0.21354  0.81418  -1.08459
H  1.84835  -0.60657  1.34820
H  2.01501  -2.12905  0.49438
H  1.44681  1.54807  -1.30680

The calculation puts the energy above the lowest of the compared OMol25 structures with the same formula, charge and spin at 187.63 kcal/mol. The lowest unoccupied orbital energy comes out at -0.337 hartree. The max |F| comes out at 3.97 eV Å⁻¹. The calculation puts the HOMO energy at -14.3988 eV. The value obtained for the gap between HOMO and LUMO is 5.2 eV. The charge is +1.

- Which of these has the lowest charge?
  C34H44FN3O4Ti